Formula: C15H21BrN2O
Source: OMol25
Level of theory: ωB97M-V with the def2-TZVPD basis set

The geometry in XYZ format:
```
40
Properties=species:S:1:pos:R:3:nbo_charge:R:1
C 5.43 -1.79 -1.92 -0.60
C 4.00 -1.69 -1.40 -0.40
C 3.93 -1.88 0.11 -0.38
C 2.50 -1.96 0.65 -0.40
C 1.73 -0.65 0.48 -0.40
C 0.40 -0.63 1.24 -0.38
C -0.55 -1.76 0.81 -0.51
C -0.75 -1.77 -0.69 0.69
O -0.29 -2.59 -1.45 -0.59
N -1.52 -0.74 -1.18 -0.44
N -2.09 0.18 -0.40 -0.22
C -2.80 1.10 -0.91 0.01
C -3.43 2.11 -0.08 -0.01
C -3.27 2.10 1.31 -0.19
C -3.87 3.06 2.09 -0.24
C -4.64 4.04 1.49 -0.06
Br -5.48 5.37 2.57 0.06
C -4.81 4.07 0.11 -0.24
C -4.21 3.11 -0.66 -0.20
H 5.85 -2.77 -1.69 0.20
H 5.46 -1.65 -2.99 0.21
H 6.06 -1.04 -1.45 0.20
H 3.38 -2.45 -1.88 0.20
H 3.60 -0.71 -1.67 0.19
H 4.45 -2.81 0.37 0.20
H 4.46 -1.06 0.61 0.19
H 2.54 -2.21 1.71 0.19
H 1.98 -2.75 0.12 0.21
H 2.35 0.18 0.85 0.20
H 1.54 -0.47 -0.58 0.20
H -0.09 0.33 1.07 0.21
H 0.59 -0.74 2.31 0.20
H -1.52 -1.60 1.29 0.24
H -0.15 -2.73 1.10 0.23
H -1.66 -0.71 -2.19 0.38
H -2.96 1.18 -1.99 0.16
H -2.67 1.32 1.76 0.23
H -3.75 3.05 3.16 0.23
H -5.42 4.85 -0.34 0.23
H -4.34 3.13 -1.74 0.22
```

The value obtained for the total energy is -3342.93748 Ha. The energy relative to the best compared isomer or geometry (same formula, charge and spin) comes out at 64.2 kJ/mol. The calculation puts the strongest force on any atom at 1.3 eV/Å. The total charge is 0. The SMILES is CCCCCCCC(=O)N/N=C/c1ccc(Br)cc1. The calculation puts the frontier orbital gap at 8.589 eV. The value obtained for the LUMO energy is 0.01 eV.

Formula: C15H21Cl2N3S3V
Source: OMol25
Level of theory: ωB97M-V with the def2-TZVPD basis set

The geometry in XYZ format:
```
45
Properties=species:S:1:pos:R:3:nbo_charge:R:1
V 7.70 9.71 11.34 0.62
C 9.72 6.88 13.29 -0.64
C 9.34 8.16 12.67 -0.20
S 9.24 8.12 10.91 -0.28
C 8.96 9.28 13.49 -0.27
C 10.03 9.87 14.34 -0.64
S 7.43 10.10 13.53 -0.21
H 10.26 6.97 14.25 0.20
H 10.37 6.23 12.63 0.20
H 8.84 6.19 13.46 0.20
H 9.63 10.74 14.92 0.22
H 10.96 10.13 13.76 0.20
H 10.39 9.12 15.11 0.19
C 5.98 6.26 6.68 -0.63
C 5.36 6.53 8.03 -0.22
N 6.08 7.48 8.90 -0.64
C 5.82 8.83 9.08 0.38
S 5.60 9.30 10.74 -0.11
N 5.40 9.64 8.06 -0.59
C 5.81 9.61 6.62 -0.23
C 4.62 9.57 5.73 -0.63
H 5.38 6.76 5.89 0.20
H 5.92 5.17 6.54 0.21
H 7.00 6.62 6.53 0.23
H 5.16 5.62 8.60 0.21
H 4.35 6.97 7.76 0.19
H 6.73 7.10 9.53 0.43
H 5.17 10.60 8.38 0.42
H 6.45 8.72 6.45 0.21
H 6.39 10.54 6.50 0.22
H 3.83 8.90 6.12 0.22
H 4.84 9.35 4.65 0.22
H 4.24 10.61 5.71 0.21
Cl 9.37 10.57 7.79 0.00
C 9.18 12.07 8.54 -0.10
C 9.73 13.19 7.94 -0.24
C 9.47 14.40 8.58 -0.27
C 8.74 14.53 9.74 -0.23
C 8.16 13.42 10.28 -0.09
Cl 7.27 13.71 11.70 0.01
C 8.43 12.12 9.80 0.13
N 8.34 11.04 10.59 -0.72
H 10.35 13.15 7.07 0.21
H 9.96 15.27 8.17 0.19
H 8.76 15.47 10.30 0.22
```

The value obtained for the total energy is -3807.34313 Ha. The energy relative to the best compared isomer or geometry (same formula, charge and spin) comes out at 272.6 kJ/mol. The calculation puts the strongest force on any atom at 3.2 eV/Å. The total charge is -1. As for the expectation value of S²: 2.295. The calculation puts the frontier orbital gap (spin up / spin down) at 4.856 / 4.814 eV. Its multiplicity is 3. The value obtained for the LUMO energy (spin up / spin down) is 2.42 / 2.41 eV.

Formula: C15H21IN3NaO5S3
Source: OMol25
Level of theory: ωB97M-V with the def2-TZVPD basis set

The geometry in XYZ format:
```
49
Properties=species:S:1:pos:R:3:nbo_charge:R:1
Na 0.26 -0.22 0.81 0.89
C -2.02 -1.22 -1.67 -0.23
C -2.52 -1.47 -0.25 -0.22
N -1.46 -1.85 0.65 -0.67
C -0.91 -3.20 0.63 -0.23
C 0.02 -3.56 -0.54 -0.54
S 1.39 -2.44 -0.97 0.22
C 0.79 -1.91 -2.64 -0.60
C 0.09 -0.55 -2.74 -0.22
N -0.87 -0.33 -1.68 -0.67
H -1.71 -2.17 -2.10 0.19
H -2.85 -0.86 -2.29 0.16
H -2.94 -0.54 0.14 0.21
H -3.34 -2.21 -0.29 0.15
H -1.64 -1.56 1.60 0.40
H -0.35 -3.32 1.55 0.24
H -1.72 -3.96 0.62 0.15
H 0.49 -4.50 -0.27 0.25
H -0.56 -3.73 -1.45 0.18
H 1.70 -1.85 -3.25 0.20
H 0.19 -2.70 -3.09 0.19
H 0.84 0.24 -2.65 0.18
H -0.36 -0.46 -3.75 0.14
H -1.17 0.64 -1.64 0.39
O -0.78 3.14 5.99 -0.61
C -0.55 2.48 4.99 0.35
C -0.14 1.04 4.95 0.31
O 0.14 0.34 5.92 -0.62
C -0.13 0.63 3.53 0.33
C -0.50 1.77 2.72 0.23
O -0.65 1.77 1.46 -0.80
C -0.63 2.96 3.58 0.32
O -0.78 4.12 3.21 -0.65
O 0.14 -0.52 3.08 -0.79
I 2.84 -5.50 1.32 -0.23
C 2.33 -3.33 1.29 -0.91
H 1.99 -3.19 2.33 0.16
H 3.35 -2.89 1.26 0.15
S -1.92 3.11 -1.30 -0.14
C -0.31 3.41 -1.39 -0.09
N 0.36 3.51 -2.57 -0.62
C 1.81 3.55 -2.49 -0.22
C 2.04 4.34 -1.21 -0.56
S 0.80 3.69 -0.05 0.42
H -0.12 3.14 -3.38 0.41
H 2.23 4.04 -3.36 0.19
H 2.23 2.54 -2.40 0.19
H 1.88 5.40 -1.39 0.20
H 3.04 4.19 -0.81 0.23
```

The value obtained for the total energy is -2779.23249 Ha. The energy relative to the best compared isomer or geometry (same formula, charge and spin) comes out at 264.8 kJ/mol. The calculation puts the strongest force on any atom at 0.4 eV/Å. The total charge is -2. The calculation puts the frontier orbital gap at 4.420 eV. The value obtained for the LUMO energy is 3.53 eV.

Formula: C15H21InN5O5SSe
Source: OMol25
Level of theory: ωB97M-V with the def2-TZVPD basis set

The geometry in XYZ format:
```
49
Properties=species:S:1:pos:R:3:mulliken_charge:R:1
In 0.81 0.45 -0.01 0.93
O 1.29 2.05 -1.11 -0.50
C 0.57 3.12 -0.52 -0.65
C 0.47 2.95 1.00 -0.75
N -0.09 1.64 1.30 0.34
C 0.46 0.97 2.49 -0.61
C 1.99 0.69 2.34 0.72
O 2.60 0.55 3.45 -0.82
O 2.47 0.68 1.17 -0.47
C -1.54 1.50 1.13 -0.61
C -1.89 0.25 0.27 0.71
O -3.05 -0.23 0.51 -0.82
O -1.07 -0.10 -0.62 -0.67
H 2.16 2.19 -1.09 0.37
H -0.42 3.15 -0.98 0.28
H 1.08 4.06 -0.76 0.49
H -0.14 3.75 1.44 0.41
H 1.47 3.06 1.41 0.35
H -0.02 0.00 2.64 0.30
H 0.28 1.58 3.38 0.38
H -1.97 2.36 0.61 0.33
H -2.04 1.44 2.11 0.29
Se -0.09 -1.27 1.69 -0.47
C -0.76 -2.55 2.96 -0.08
C 0.09 -3.11 3.90 -0.15
C -0.42 -4.04 4.82 -0.38
N -1.73 -4.39 4.77 -0.73
C -2.58 -3.85 3.86 -0.41
C -2.11 -2.92 2.93 -0.24
H 1.14 -2.84 3.94 0.40
H 0.23 -4.49 5.56 0.35
H -3.62 -4.15 3.85 0.36
H -2.79 -2.49 2.20 0.41
C -1.11 1.43 -5.54 -1.04
C -0.83 -0.03 -5.22 -0.46
C 0.15 -0.17 -4.10 0.25
N -0.11 0.12 -2.85 -0.60
N 0.97 -0.10 -2.03 0.30
C 2.02 -0.56 -2.68 0.61
N 3.19 -0.88 -2.11 -0.34
S 1.74 -0.75 -4.36 -0.28
H -1.83 1.51 -6.36 0.36
H -0.20 1.96 -5.82 0.31
H -1.54 1.94 -4.67 0.25
H -0.46 -0.53 -6.13 0.34
H -1.76 -0.53 -4.95 0.25
H 3.18 -0.99 -1.11 0.23
H 3.79 -1.54 -2.60 0.28
H 2.00 -0.91 -0.11 -0.55
```

The value obtained for the total energy is -4223.69688 Ha. The calculation puts the strongest force on any atom at 9.9 eV/Å. The total charge is -1. The calculation puts the frontier orbital gap at 4.384 eV. The value obtained for the LUMO energy is 1.85 eV.

Formula: C15H21N3O2S
Source: OMol25
Level of theory: ωB97M-V with the def2-TZVPD basis set

The geometry in XYZ format:
```
42
Properties=species:S:1:pos:R:3:nbo_charge:R:1
C -6.59 -0.21 0.61 -0.72
C -5.58 -0.09 -0.51 0.58
O -5.92 -0.18 -1.67 -0.55
C -4.17 0.16 -0.13 -0.21
C -3.72 0.18 1.19 -0.16
C -2.39 0.42 1.46 -0.27
C -1.47 0.65 0.44 0.28
N -0.15 0.85 0.80 -0.62
C 0.88 1.40 0.10 0.31
S 0.66 2.39 -1.21 -0.25
N 2.12 1.16 0.61 -0.43
C 3.29 1.77 0.02 -0.25
C 3.97 0.78 -0.94 -0.23
N 3.98 -0.58 -0.40 -0.45
C 3.35 -1.59 -1.21 -0.23
C 1.81 -1.55 -1.37 -0.10
O 1.12 -2.12 -0.27 -0.73
C 3.75 -0.61 1.02 -0.22
C 2.41 0.02 1.45 -0.27
C -1.92 0.61 -0.88 -0.27
C -3.24 0.37 -1.15 -0.12
H -6.57 0.68 1.24 0.23
H -7.58 -0.34 0.19 0.24
H -6.35 -1.08 1.23 0.23
H -4.40 0.01 2.01 0.22
H -2.05 0.42 2.49 0.20
H 0.05 0.61 1.76 0.40
H 3.97 2.05 0.83 0.19
H 2.99 2.67 -0.52 0.26
H 3.44 0.79 -1.89 0.21
H 5.00 1.10 -1.12 0.19
H 3.79 -1.52 -2.21 0.20
H 3.63 -2.56 -0.80 0.19
H 1.46 -0.53 -1.45 0.19
H 1.54 -2.08 -2.29 0.17
H 1.31 -3.06 -0.24 0.47
H 3.77 -1.65 1.35 0.21
H 4.58 -0.09 1.50 0.19
H 2.47 0.33 2.51 0.19
H 1.62 -0.72 1.34 0.24
H -1.22 0.77 -1.69 0.25
H -3.60 0.34 -2.17 0.24
```

The value obtained for the total energy is -1297.10893 Ha. The energy relative to the best compared isomer or geometry (same formula, charge and spin) comes out at 209.9 kJ/mol. The calculation puts the strongest force on any atom at 0.9 eV/Å. The total charge is 0. The SMILES is CC(=O)c1ccc(NC(=S)N2CCN(CCO)CC2)cc1. The calculation puts the frontier orbital gap at 8.528 eV. The value obtained for the LUMO energy is 0.36 eV.

Formula: C15H21N3O3S
Source: OMol25
Level of theory: ωB97M-V with the def2-TZVPD basis set

The geometry in XYZ format:
```
43
Properties=species:S:1:pos:R:3:nbo_charge:R:1
O 0.78 -3.87 1.88 -0.61
C -0.13 -3.20 1.48 0.64
N -0.56 -3.30 0.12 -0.60
C 0.11 -3.99 -0.81 -0.04
C 0.74 -3.09 -1.76 -0.39
C 1.50 -3.87 -0.90 -0.43
H 1.97 -4.74 -1.22 0.23
H 2.19 -3.26 -0.26 0.23
H 0.64 -3.59 -2.95 0.16
H 0.49 -2.05 -1.81 0.26
H -0.31 -5.14 -1.27 0.17
H -1.34 -3.07 -0.02 0.35
C -0.86 -2.34 2.61 -0.17
N -0.73 -1.01 2.11 -0.49
C 0.84 -0.69 2.16 -0.22
C 0.77 0.75 2.17 -0.26
N 0.11 1.51 1.16 -0.56
S 0.83 1.26 -0.43 2.27
O 0.48 0.24 -1.37 -0.93
O 2.22 1.31 -0.33 -0.95
C 0.43 2.76 -1.20 -0.39
C 0.59 3.84 -0.73 -0.16
C 0.25 5.14 -1.33 -0.20
C -0.70 5.08 -2.38 -0.18
C -0.66 3.92 -3.02 -0.22
C -0.47 2.84 -2.38 -0.15
H -0.78 1.87 -2.58 0.23
H -1.51 3.93 -3.92 0.20
H -0.99 6.02 -2.71 0.22
H 0.51 6.17 -0.76 0.23
H 1.44 3.95 0.10 0.21
C -1.10 1.05 1.08 -0.19
C -1.43 -0.43 1.01 -0.26
H -2.47 -0.66 1.29 0.23
H -1.06 -0.85 0.17 0.19
H -1.69 1.47 -0.07 0.16
H -1.50 1.55 1.93 0.22
H 1.69 1.05 1.96 0.23
H 0.50 1.22 3.02 0.22
H 1.14 -1.30 2.89 0.23
H 1.00 -1.00 1.24 0.19
H -2.24 -2.78 2.27 0.11
H -0.69 -2.72 3.53 0.22
```

The value obtained for the total energy is -1371.77367 Ha. The energy relative to the best compared isomer or geometry (same formula, charge and spin) comes out at 1691.7 kJ/mol. The calculation puts the strongest force on any atom at 18.0 eV/Å. The total charge is 0. The calculation puts the frontier orbital gap at 8.612 eV. The value obtained for the LUMO energy is 0.46 eV.

Formula: C15H21N5O2
Source: OMol25
Level of theory: ωB97M-V with the def2-TZVPD basis set

The geometry in XYZ format:
```
43
Properties=species:S:1:pos:R:3:nbo_charge:R:1
C 6.98 0.70 0.07 -0.68
C 5.66 0.28 -0.03 0.38
N 4.68 1.23 -0.32 -0.36
N 3.48 0.37 -0.23 -0.21
C 2.16 0.58 -0.53 0.27
C 1.13 -0.32 -0.17 -0.11
C 1.53 -1.67 0.28 0.29
N 2.86 -1.84 0.16 -0.43
C 3.74 -0.89 0.03 0.50
N 5.14 -1.01 0.23 -0.53
C 0.59 -2.47 0.32 -0.72
H 1.11 -3.47 0.44 0.26
H -0.02 -2.64 1.00 0.25
H 0.10 -2.75 -0.57 0.26
C -0.28 0.09 -0.50 -0.32
H -0.89 -0.79 -0.63 0.21
H -0.35 0.75 -1.04 0.16
C -0.91 0.50 1.05 -0.49
C -2.12 1.31 0.68 0.72
O -2.35 2.45 0.71 -0.56
N -3.36 0.39 0.60 -0.51
C -3.48 -0.95 0.87 -0.27
H -2.39 -1.37 0.93 0.20
C -3.99 -1.49 -0.45 -0.12
O -5.20 -0.83 -1.12 -0.51
C -5.07 0.44 -0.91 -0.07
H -6.16 0.56 -1.08 0.19
C -4.58 1.13 0.39 -0.16
H -4.59 2.02 0.48 0.19
H -5.27 0.67 1.30 0.14
H -4.50 0.86 -1.78 0.14
H -4.09 -2.65 -0.74 0.22
H -3.21 -1.23 -1.42 0.15
H -4.06 -1.49 1.50 0.21
H -0.96 -0.33 1.69 0.23
H -0.19 1.54 1.44 0.24
C 1.90 2.19 -0.91 -0.55
H 1.09 2.63 0.15 0.18
H 2.77 2.80 -0.61 0.26
H 1.43 2.38 -1.68 0.17
H 7.56 0.04 -0.59 0.25
H 6.87 1.83 -0.01 0.25
H 7.26 0.45 0.99 0.24
```

The value obtained for the total energy is -1007.89761 Ha. The energy relative to the best compared isomer or geometry (same formula, charge and spin) comes out at 1586.0 kJ/mol. The calculation puts the strongest force on any atom at 18.8 eV/Å. The total charge is 0. The calculation puts the frontier orbital gap at 8.350 eV. The value obtained for the LUMO energy is -0.21 eV.

Formula: C15H21N5O3
Source: OMol25
Level of theory: ωB97M-V with the def2-TZVPD basis set

The geometry in XYZ format:
```
44
Properties=species:S:1:pos:R:3:nbo_charge:R:1
C -2.16 -4.57 -0.61 -0.38
N -2.72 -3.24 -0.46 -0.53
C -3.99 -3.16 -0.05 0.86
O -4.68 -3.96 0.18 -0.54
N -4.46 -1.55 0.15 -0.47
C -3.48 -0.59 0.09 0.31
N -3.71 0.74 0.39 -0.48
C -2.62 1.27 -0.28 0.27
N -1.62 0.43 -0.66 -0.39
C -2.25 -0.85 -0.44 -0.11
C -1.50 -2.29 -0.76 0.75
O -0.42 -2.41 -1.25 -0.56
C -0.43 0.84 -0.94 -0.26
H 0.16 -0.34 -1.30 0.23
H -0.27 1.53 -1.75 0.22
C 0.52 1.13 0.51 0.67
O -0.27 1.57 1.46 -0.68
N 1.82 1.08 0.42 -0.46
C 2.47 0.46 -0.95 -0.17
H 2.49 -0.57 -0.84 0.21
H 2.07 1.08 -1.82 0.23
C 4.17 0.89 -0.76 -0.40
C 4.33 2.35 -0.71 -0.44
H 5.29 2.64 -1.10 0.23
C 4.45 2.83 0.44 -0.36
C 3.04 2.72 1.51 -0.42
C 2.42 1.50 1.60 -0.17
H 1.85 1.14 2.27 0.23
H 3.38 0.65 1.82 0.12
H 2.31 3.44 1.20 0.20
H 3.34 3.00 2.47 0.21
H 5.17 2.37 1.10 0.19
H 4.73 3.88 0.76 0.22
H 3.41 3.14 -1.18 0.19
H 4.37 0.69 -1.82 0.21
H 4.62 0.21 -0.15 0.22
H -2.54 2.34 -0.28 0.20
C -5.62 -1.58 0.96 -0.40
H -6.22 -1.02 -0.06 0.18
H -5.45 -0.91 1.64 0.20
H -6.20 -2.48 1.14 0.25
H -1.07 -4.78 0.15 0.19
H -1.76 -4.55 -1.69 0.21
H -2.96 -5.07 -0.38 0.20
```

The value obtained for the total energy is -1083.18752 Ha. The energy relative to the best compared isomer or geometry (same formula, charge and spin) comes out at 1546.0 kJ/mol. The calculation puts the strongest force on any atom at 18.4 eV/Å. The total charge is 0. The calculation puts the frontier orbital gap at 8.019 eV. The value obtained for the LUMO energy is 0.55 eV.